1.
Entry from OMol25: C2H3FO3S in the gas phase at a distorted geometry (ωB97M-V/def2-TZVPD).

Each line ends with the natural charge from an NBO analysis.
CARTESIAN COORDINATES (ANGSTROEM)
C 0.850 -0.766 -1.024  -0.2627
C 0.662 0.366 -0.377  -0.5029
S -0.316 0.104 1.073  2.1864
O -0.251 -1.295 1.409  -0.8746
O -0.144 1.067 2.149  -0.8419
O -2.050 0.326 0.217  -0.2983
F -2.058 1.455 -0.519  -0.1334
H 1.537 -0.807 -1.847  0.2140
H 0.599 -1.761 -0.645  0.2501
H 1.171 1.311 -0.435  0.2633

Summary:
Kohn-Sham gap in eV: 10.7
Strongest force on any atom in eV/Å: 4.31
Total charge: 0
E_tot in hartree: -801.5655
E_HOMO in eV: -11.29

***

2.
Entry from OMol25: a molecular structure, C2H3FRu at a distorted geometry (ωB97M-V/def2-TZVPD).

Each line ends with the natural charge from an NBO analysis.
CARTESIAN COORDINATES (ANGSTROEM)
C 0.299 -0.309 -0.445  -0.2990
C -0.325 0.848 -0.668  -0.1321
H 0.532 -1.162 -1.093  0.2980
H -0.239 1.708 0.005  0.2785
H -1.039 0.939 -1.500  0.3054
F 1.238 -0.970 2.203  -0.3811
Ru -0.466 -1.053 1.498  1.9304

Summary:
Multiplicity: 7
Kohn-Sham gap (alpha / beta) in eV: 8.5 / 8.3
Strongest force on any atom in eV/Å: 1.55
Total charge: +2
E_tot in hartree: -271.6798
E_HOMO (alpha / beta) in eV: -20.80 / -23.79

***

3.
Entry from OMol25: C2H3FS in the gas phase at a distorted geometry (ωB97M-V/def2-TZVPD).

Each line ends with the natural charge from an NBO analysis.
CARTESIAN COORDINATES (ANGSTROEM)
F 1.254 -0.550 1.092  -0.3300
C 0.085 -0.688 0.410  0.0911
C -0.010 0.541 -0.463  -0.4973
S -1.274 0.404 0.880  0.0913
H -0.228 -1.559 -0.014  0.1926
H 0.804 1.182 -0.483  0.2225
H -0.631 0.670 -1.421  0.2297

Summary:
Kohn-Sham gap in eV: 10.3
Strongest force on any atom in eV/Å: 4.79
Total charge: 0
E_tot in hartree: -576.0001
E_HOMO in eV: -9.32

***

4.
Entry from OMol25: a molecular structure, C2H3FS2 at a distorted geometry (ωB97M-V/def2-TZVPD).

Each line ends with the natural charge from an NBO analysis.
CARTESIAN COORDINATES (ANGSTROEM)
C 1.131 0.040 0.296  -0.6522
C -1.099 -0.247 -0.254  -0.1334
F -1.147 1.000 -0.901  -0.3925
S 0.316 -1.157 -0.854  0.2453
S -0.376 0.137 1.377  0.2179
H 2.029 -0.212 0.946  0.2421
H 1.391 0.927 -0.345  0.2344
H -2.244 -0.489 -0.264  0.2385

Summary:
Kohn-Sham gap in eV: 9.2
Strongest force on any atom in eV/Å: 2.89
Total charge: 0
E_tot in hartree: -974.1900
E_HOMO in eV: -9.00

***

5.
Entry from OMol25: C2H3FS2 in the gas phase at a distorted geometry (ωB97M-V/def2-TZVPD).

Each line ends with the natural charge from an NBO analysis.
CARTESIAN COORDINATES (ANGSTROEM)
C 1.029 -0.622 -0.466  -0.3439
C -0.239 -0.467 -0.773  -0.3973
S -1.287 -0.488 0.649  0.1236
S -1.585 1.680 1.005  0.4402
F -0.236 1.894 2.074  -0.4967
H 1.738 -0.865 -1.337  0.2117
H 1.319 -0.812 0.606  0.2278
H -0.738 -0.321 -1.758  0.2346

Summary:
Kohn-Sham gap in eV: 9.4
Strongest force on any atom in eV/Å: 3.40
Total charge: 0
E_tot in hartree: -974.1751
E_HOMO in eV: -9.67

***

6.
Entry from OMol25: 2 unconnected molecules or ions with the total composition C2H3FS2 at a distorted geometry (ωB97M-V/def2-TZVPD).

Each line ends with the natural charge from an NBO analysis.
CARTESIAN COORDINATES (ANGSTROEM)
C -0.620 -1.843 -0.411  -0.6106
C -1.685 -1.202 0.075  -0.0297
S -2.997 -0.746 0.794  0.1511
H -0.802 -2.882 -0.469  0.2516
H 0.082 -1.319 -0.909  0.2369
F -1.510 3.958 1.247  -0.4824
S -0.176 3.360 2.023  0.3819
H 0.536 4.562 1.872  0.1012

Summary:
Kohn-Sham gap in eV: 8.5
Strongest force on any atom in eV/Å: 4.44
Total charge: 0
E_tot in hartree: -974.1381
E_HOMO in eV: -8.64

***

7.
Entry from OMol25: a molecular structure, C2H3HgO at a distorted geometry (ωB97M-V/def2-TZVPD).

Each line ends with the natural charge from an NBO analysis.
CARTESIAN COORDINATES (ANGSTROEM)
H -0.680 0.522 -1.065  0.3035
O 1.051 -1.127 -0.050  -0.7369
C -0.223 -0.992 -0.124  0.7320
C -0.744 0.371 0.100  -0.7734
H -1.817 0.352 0.337  0.2945
H -0.165 1.021 0.785  0.2759
Hg 2.578 -0.148 0.017  0.9042

Summary:
Kohn-Sham gap (alpha / beta) in eV: 8.4 / 7.3
Strongest force on any atom in eV/Å: 12.27
Total charge: +1
E_tot in hartree: -306.2090
E_HOMO (alpha / beta) in eV: -15.47 / -14.35

***

8.
Entry from OMol25: a molecular structure, C2H3I3O at a distorted geometry (ωB97M-V/def2-TZVPD).

Each line ends with the natural charge from an NBO analysis.
CARTESIAN COORDINATES (ANGSTROEM)
C -0.310 0.417 -0.999  0.0977
C -1.344 0.010 -0.283  -0.4720
O 0.633 -0.421 -1.511  -0.7044
I -2.676 1.389 0.576  0.1885
I 2.559 -0.082 1.536  -0.1053
I -1.612 -1.982 0.352  0.1707
H -0.179 1.419 -1.234  0.2091
H 2.238 0.610 2.976  0.1052
H 0.690 -1.359 -1.413  0.5104

Summary:
Kohn-Sham gap in eV: 8.8
Strongest force on any atom in eV/Å: 3.55
Total charge: 0
E_tot in hartree: -1046.2772
E_HOMO in eV: -8.80

***

9.
Entry from OMol25: a molecular structure, C2H3I3S at a distorted geometry (ωB97M-V/def2-TZVPD).

Each line ends with the natural charge from an NBO analysis.
CARTESIAN COORDINATES (ANGSTROEM)
C -1.095 -0.780 0.051  -0.4439
C 0.591 1.145 -0.285  -0.8950
S -0.075 -1.508 1.201  0.2063
I -0.546 2.946 0.011  0.1911
I 1.391 0.826 -2.229  0.1958
I 2.052 0.788 1.307  0.2005
H -1.156 -1.237 -0.907  0.2231
H -1.877 -0.305 0.554  0.2122
H 0.716 -1.876 0.297  0.1098

Summary:
Kohn-Sham gap (alpha / beta) in eV: 6.5 / 7.0
Strongest force on any atom in eV/Å: 2.92
Total charge: 0
E_tot in hartree: -1369.1265
E_HOMO (alpha / beta) in eV: -7.72 / -7.89

***

10.
Entry from OMol25: C2H3IN2 in the gas phase at a distorted geometry (ωB97M-V/def2-TZVPD).

Each line ends with the natural charge from an NBO analysis.
CARTESIAN COORDINATES (ANGSTROEM)
C -0.565 0.115 0.009  -0.1650
C 0.769 -0.581 -0.186  -0.6276
N -0.550 1.274 0.434  0.0150
N -0.497 2.289 0.869  -0.0296
I -2.331 -0.989 -0.458  0.1374
H 0.948 -0.860 -1.255  0.2236
H 0.781 -1.481 0.480  0.2255
H 1.445 0.233 0.108  0.2207

Summary:
Kohn-Sham gap in eV: 7.9
Strongest force on any atom in eV/Å: 4.51
Total charge: 0
E_tot in hartree: -485.1297
E_HOMO in eV: -8.25

***

11.
Entry from OMol25: C2H3IN2O in the gas phase at a distorted geometry (ωB97M-V/def2-TZVPD).

Each line ends with the natural charge from an NBO analysis.
CARTESIAN COORDINATES (ANGSTROEM)
H 2.347 -1.022 0.053  0.3814
N 1.351 -0.799 -0.059  -0.6623
C 0.890 -0.490 -1.278  0.0575
I 1.914 -0.819 -3.052  0.1943
C -0.402 0.326 -1.395  0.5731
N -0.785 0.690 -0.159  -0.8349
O -0.888 0.532 -2.463  -0.5672
H -0.111 0.146 0.559  0.4399
H -1.558 1.266 0.144  0.4182

Summary:
Kohn-Sham gap in eV: 9.4
Strongest force on any atom in eV/Å: 5.10
Total charge: 0
E_tot in hartree: -560.4362
E_HOMO in eV: -9.72

***

12.
Entry from OMol25: a gas-phase ion, C2H3INO2 (charge -1) at a distorted geometry (ωB97M-V/def2-TZVPD).

Each line ends with the natural charge from an NBO analysis.
CARTESIAN COORDINATES (ANGSTROEM)
O 2.165 -0.398 1.263  -0.7802
C 1.532 0.229 0.414  0.8694
O 1.774 1.285 -0.109  -0.7432
N 0.279 -0.571 0.244  -0.7056
C -0.904 -0.037 -0.724  -0.1658
I -2.996 0.637 0.361  -0.2717
H -0.037 -1.158 1.014  0.3914
H -0.573 0.896 -1.201  0.2277
H -1.239 -0.882 -1.264  0.1780

Summary:
Kohn-Sham gap in eV: 7.4
Strongest force on any atom in eV/Å: 6.39
Total charge: -1
E_tot in hartree: -580.9824
E_HOMO in eV: -4.57

***

13.
Entry from OMol25: C2H3IO in the gas phase at a distorted geometry (ωB97M-V/def2-TZVPD).

Each line ends with the natural charge from an NBO analysis.
CARTESIAN COORDINATES (ANGSTROEM)
C 0.918 0.042 0.655  -0.2850
C 0.345 0.099 -0.688  -0.8204
O -1.826 0.020 1.362  -1.1027
I -0.329 -0.304 2.163  1.3999
H 0.545 -0.885 -1.349  0.3001
H 1.037 0.802 -1.226  0.2651
H -0.689 0.225 -0.918  0.2431

Summary:
Kohn-Sham gap (alpha / beta) in eV: 7.7 / 7.8
Strongest force on any atom in eV/Å: 4.56
Total charge: 0
E_tot in hartree: -450.6842
E_HOMO (alpha / beta) in eV: -8.75 / -8.75

***

14.
Entry from OMol25: C2H3IO2 in the gas phase at a distorted geometry (ωB97M-V/def2-TZVPD).

Each line ends with the natural charge from an NBO analysis.
CARTESIAN COORDINATES (ANGSTROEM)
C 1.040 -0.203 0.119  -0.7095
C -0.227 0.491 -0.163  0.7970
O -0.464 1.531 -0.662  -0.5558
O -1.107 -0.443 0.232  -0.7139
I -3.014 -0.315 -0.021  0.4485
H 0.906 -1.005 0.903  0.2469
H 1.102 -0.612 -0.859  0.2477
H 1.763 0.555 0.451  0.2391

Summary:
Kohn-Sham gap in eV: 9.3
Strongest force on any atom in eV/Å: 1.95
Total charge: 0
E_tot in hartree: -526.1447
E_HOMO in eV: -9.83

***

15.
Entry from OMol25: C2H3IO2 in the gas phase at a distorted geometry (ωB97M-V/def2-TZVPD).

Each line ends with the natural charge from an NBO analysis.
CARTESIAN COORDINATES (ANGSTROEM)
O 0.258 -1.667 0.651  -0.4309
C 0.815 -1.266 -0.279  0.6650
O 0.392 0.311 -0.727  -0.6217
C -0.280 0.919 0.250  -0.0561
I -2.521 0.536 -0.134  -0.1257
H 1.506 -1.305 -1.051  0.1970
H -0.034 0.551 1.206  0.1811
H -0.136 1.921 0.085  0.1913

Summary:
Kohn-Sham gap in eV: 9.1
Strongest force on any atom in eV/Å: 5.96
Total charge: 0
E_tot in hartree: -526.1145
E_HOMO in eV: -9.09

***

16.
Entry from OMol25: 2 unconnected molecules or ions with the total composition C2H3IOS at a distorted geometry (ωB97M-V/def2-TZVPD).

Each line ends with the natural charge from an NBO analysis.
CARTESIAN COORDINATES (ANGSTROEM)
C 1.655 0.348 0.630  0.3524
C -1.329 -0.392 -0.406  -0.7944
O 1.075 0.159 1.636  -0.4906
S 0.123 -0.344 -1.484  -0.0029
I 3.386 1.319 0.155  0.2507
H -1.923 0.490 -0.268  0.2069
H -0.872 -0.603 0.609  0.2428
H -2.116 -0.977 -0.871  0.2351

Summary:
Kohn-Sham gap (alpha / beta) in eV: 7.2 / 6.9
Strongest force on any atom in eV/Å: 3.46
Total charge: 0
E_tot in hartree: -849.0254
E_HOMO (alpha / beta) in eV: -8.77 / -8.54

***

17.
Entry from OMol25: C2H3IOS in the gas phase at a distorted geometry (ωB97M-V/def2-TZVPD).

Each line ends with the natural charge from an NBO analysis.
CARTESIAN COORDINATES (ANGSTROEM)
C -0.002 0.153 0.314  -0.5685
C 0.295 0.132 1.582  0.0111
O 1.605 0.231 1.848  -0.6708
S -0.683 -0.585 -3.004  -0.2884
I -1.687 -0.532 -0.678  0.6923
H -0.312 0.015 2.467  0.1800
H -1.229 0.613 -3.536  0.1599
H 2.013 -0.028 1.008  0.4844

Summary:
Kohn-Sham gap (alpha / beta) in eV: 6.5 / 6.2
Strongest force on any atom in eV/Å: 2.87
Total charge: 0
E_tot in hartree: -848.9432
E_HOMO (alpha / beta) in eV: -8.25 / -7.98

***

18.
Entry from OMol25: a molecular structure, C2H3LuO2 at a distorted geometry (ωB97M-V/def2-TZVPD).

Each line ends with the natural charge from an NBO analysis.
CARTESIAN COORDINATES (ANGSTROEM)
H 0.514 -1.465 0.107  0.2355
C -0.196 0.031 1.198  1.0192
O -1.031 0.607 1.855  -0.7062
O 0.013 0.381 -0.046  -0.6258
C 0.664 -0.671 -0.831  -0.2289
H 0.162 -0.677 -1.797  0.2682
H 1.733 -0.454 -0.801  0.2762
Lu -1.858 2.247 0.316  2.7619

Summary:
Multiplicity: 2
Kohn-Sham gap (alpha / beta) in eV: 6.8 / 6.9
Strongest force on any atom in eV/Å: 4.08
Total charge: +3
E_tot in hartree: -1462.4800
E_HOMO (alpha / beta) in eV: -24.97 / -25.37

***

19.
Entry from OMol25: C2H3N in the gas phase at a distorted geometry (ωB97M-V/def2-TZVPD).

Each line ends with the natural charge from an NBO analysis.
CARTESIAN COORDINATES (ANGSTROEM)
C 0.618 0.080 -0.018  -0.6669
C -1.016 0.101 -0.088  0.2678
N -2.154 0.020 0.015  -0.3575
H 1.008 -0.015 -1.051  0.2578
H 0.693 -1.004 0.458  0.2520
H 0.852 0.819 0.684  0.2469

Summary:
Kohn-Sham gap in eV: 12.5
Strongest force on any atom in eV/Å: 6.37
Total charge: 0
E_tot in hartree: -132.7240
E_HOMO in eV: -11.83

***

20.
Entry from OMol25: C2H3N in the gas phase at a distorted geometry (ωB97M-V/def2-TZVPD).

Each line ends with the natural charge from an NBO analysis.
CARTESIAN COORDINATES (ANGSTROEM)
C 0.364 0.024 -0.382  -0.7174
C -0.717 0.001 0.637  0.2819
N -1.558 -0.013 1.471  -0.3324
H -0.123 -0.074 -1.352  0.2566
H 0.992 -0.812 -0.075  0.2551
H 1.041 0.874 -0.300  0.2561

Summary:
Kohn-Sham gap in eV: 12.4
Strongest force on any atom in eV/Å: 4.19
Total charge: 0
E_tot in hartree: -132.7442
E_HOMO in eV: -11.59